(1)
Density functional theory data (ωB97M-V/def2-TZVPD) for a single C30H40N4O2 molecule.

```
76
Properties=species:S:1:pos:R:3:mulliken_charge:R:1
O -1.48 -0.92 -0.17 -0.6987
C -2.07 -0.06 0.45 0.6135
C -2.67 1.17 -0.19 -0.4970
C -4.20 1.28 -0.07 -1.5167
C -5.01 0.16 -0.73 0.4187
C -4.59 -0.11 -2.18 -0.7087
C -5.53 -1.12 -2.82 -0.8853
C -5.53 -2.43 -2.04 -0.5213
C -5.93 -2.17 -0.58 -1.0369
C -4.98 -1.16 0.05 -0.4547
N -2.28 -0.14 1.79 0.1111
C -1.66 -1.16 2.59 -0.8222
C -0.41 -0.62 3.31 -1.1616
N 0.52 0.00 2.41 0.3418
C 0.40 1.28 1.99 0.2029
N -0.37 2.24 2.35 -0.7642
C -0.02 3.36 1.48 -1.1012
C 0.90 2.78 0.37 0.5257
C 2.10 3.68 0.05 -1.6308
C 3.06 2.97 -0.86 0.4017
C 2.74 2.74 -2.20 -0.1528
C 3.61 2.04 -3.02 -0.7537
C 4.81 1.58 -2.53 -0.4975
C 5.15 1.82 -1.21 -0.5320
C 4.28 2.51 -0.38 -0.1699
N 1.31 1.53 0.98 0.3888
C 1.59 0.28 0.33 -0.4890
C 1.36 -0.73 1.47 0.0618
C 2.67 -1.15 2.15 -1.0044
C 3.56 -1.91 1.20 -0.0380
C 4.65 -1.30 0.61 -0.2340
C 5.45 -1.99 -0.30 -0.5068
C 5.15 -3.30 -0.62 0.9655
O 5.90 -4.02 -1.51 -0.5698
C 4.05 -3.93 -0.03 -0.8462
C 3.27 -3.23 0.87 -0.4040
H -2.38 1.18 -1.24 0.4708
H -2.23 2.04 0.30 -0.2232
H -4.47 1.32 0.99 0.3578
H -4.49 2.23 -0.52 0.5104
H -6.06 0.50 -0.74 0.5114
H -4.59 0.82 -2.75 0.2824
H -3.58 -0.52 -2.19 0.2701
H -5.23 -1.31 -3.86 0.3737
H -6.55 -0.71 -2.85 0.3625
H -4.53 -2.86 -2.07 0.2970
H -6.23 -3.14 -2.49 0.3357
H -5.90 -3.11 -0.02 0.3822
H -6.95 -1.79 -0.55 0.3893
H -5.27 -0.98 1.09 0.4075
H -3.97 -1.56 0.04 0.1262
H -2.55 0.71 2.27 0.3985
H -1.38 -1.97 1.90 0.3785
H -2.37 -1.54 3.33 0.4363
H 0.09 -1.43 3.84 0.3683
H -0.71 0.15 4.02 0.4837
H -0.93 3.82 1.09 0.2638
H 0.51 4.11 2.07 0.4763
H 0.33 2.58 -0.56 0.1459
H 1.73 4.59 -0.42 0.3663
H 2.60 3.94 0.98 0.5219
H 1.80 3.10 -2.59 0.4050
H 3.34 1.86 -4.05 0.4151
H 5.49 1.04 -3.18 0.4051
H 6.10 1.47 -0.82 0.4883
H 4.55 2.68 0.65 0.3082
H 2.61 0.24 -0.06 0.0819
H 0.89 0.09 -0.51 0.2146
H 0.83 -1.62 1.09 0.4637
H 2.43 -1.78 3.01 0.3967
H 3.18 -0.25 2.50 0.3848
H 4.90 -0.28 0.86 0.3702
H 6.30 -1.50 -0.75 0.2387
H 6.62 -3.47 -1.84 0.2774
H 3.84 -4.95 -0.29 0.4252
H 2.43 -3.72 1.32 0.3979
```

Properties
* strongest force on any atom: 0.014 hartree/bohr
* E_HOMO: -0.2965 hartree
* ΔE to the lowest compared entry with this formula, charge and spin: 7.6 kJ/mol
* gap between HOMO and LUMO: 8.78 eV

(2)
Density functional theory data (ωB97M-V/def2-TZVPD) for a molecular structure, C5H12N2.

```
19
Properties=species:S:1:pos:R:3:mulliken_charge:R:1
C -0.16 -0.18 -0.68 -0.3711
C -1.39 -1.13 -0.42 -0.9971
C -0.92 -1.44 1.47 -0.4130
C -0.01 -2.41 1.35 -0.3786
N -0.47 1.24 -0.91 -0.4729
C 0.77 2.05 -1.05 -0.5218
N 1.58 2.06 0.14 -0.3864
H 0.31 -0.18 0.29 0.4846
H 0.53 -0.59 -1.40 0.3301
H -1.34 -2.06 -1.00 0.2793
H -2.35 -0.65 -0.40 0.3832
H -1.82 -1.38 2.09 0.3241
H 0.52 -2.90 2.16 0.2717
H 0.00 -2.99 0.43 0.1923
H -0.80 1.57 0.00 0.2761
H 1.31 1.65 -1.91 0.3685
H 0.44 3.05 -1.27 0.3153
H 2.42 1.53 0.29 0.1588
H 1.37 2.76 0.82 0.1571
```

Properties
* strongest force on any atom: 0.118 hartree/bohr
* E_HOMO: -0.3122 hartree
* ΔE to the lowest compared entry with this formula, charge and spin: 465.6 kJ/mol
* gap between HOMO and LUMO: 9.39 eV

(3)
Density functional theory data (ωB97M-V/def2-TZVPD) for a single C3H5NOS2 molecule.

```
12
Properties=species:S:1:pos:R:3:mulliken_charge:R:1
O -0.77 2.06 -0.80 -0.4092
N 0.11 1.13 -0.01 -0.3210
C -0.20 -0.10 0.04 0.4933
C -1.78 -0.33 0.02 -0.2917
S -2.19 -2.00 -0.49 -0.1491
C 0.94 -0.84 0.69 -0.5101
S 2.09 -1.41 -0.69 -0.1780
H -0.31 2.82 -0.83 0.3193
H -2.67 0.60 0.31 0.2933
H 1.50 0.00 1.29 0.2848
H 0.89 -1.80 1.35 0.3280
H 2.39 -0.14 -0.88 0.1404
```

Properties
* strongest force on any atom: 0.145 hartree/bohr
* E_HOMO: -0.3325 hartree
* ΔE to the lowest compared entry with this formula, charge and spin: 555.7 kJ/mol
* gap between HOMO and LUMO: 7.56 eV

> ΔE to the lowest compared entry with this formula, charge and spin of number 3 (C3H5NOS2)?

555.7 kJ/mol

> The lowest strongest force on any atom belongs to which entry?

C30H40N4O2